Entry 1:
Entry from the Open Molecules 2025 dataset: one molecule with the formula C4H12N2O at a distorted geometry (the ωB97M-V functional and the def2-TZVPD basis).

```
19
Properties=species:S:1:pos:R:3:nbo_charge:R:1
N -1.09 0.27 -1.45 -0.837
C -0.76 -1.18 -1.22 -0.251
C -0.67 -1.44 0.26 -0.235
N -0.45 -0.17 1.05 -0.631
C 1.02 0.18 1.01 -0.272
C 1.32 1.66 0.69 -0.074
O 0.76 2.23 -0.52 -0.762
H -1.94 0.54 -1.04 0.373
H -1.15 0.45 -2.50 0.369
H -1.47 -1.89 -1.69 0.184
H 0.15 -1.51 -1.81 0.196
H 0.21 -2.15 0.55 0.179
H -1.64 -1.86 0.66 0.199
H -0.70 -0.17 1.98 0.362
H 1.74 -0.48 0.60 0.191
H 1.17 0.16 2.13 0.190
H 0.83 2.15 1.44 0.157
H 2.40 1.80 0.67 0.166
H 0.28 1.39 -0.82 0.496
```

Results
**Gap between HOMO and LUMO**: 9.77 eV
**Total charge**: 0
**Highest occupied orbital energy**: -8.8 eV
**SMILES string**: NCCNCCO
**Relative energy (zero: lowest compared OMol25 entry of this formula, charge and spin)**: 67.0 kcal/mol

=====

Entry 2:
Entry from the Open Molecules 2025 dataset: a 2-piece molecular cluster, C3H11O overall at a distorted geometry (the ωB97M-V functional and the def2-TZVPD basis).

```
15
Properties=species:S:1:pos:R:3:nbo_charge:R:1
O -0.76 0.45 -2.14 -0.761
H -0.90 -0.32 -2.72 0.568
H -1.63 0.85 -2.06 0.564
H -0.48 0.17 -1.24 0.586
C 1.04 -0.91 0.01 -0.598
C 0.55 -0.31 1.28 -0.420
C -0.52 0.76 1.11 -0.628
H 0.23 -1.40 -0.57 0.154
H 1.86 -1.61 0.01 0.268
H 1.32 -0.08 -0.68 0.178
H 1.36 0.28 1.73 0.227
H 0.25 -1.06 2.01 0.228
H -0.89 1.14 2.06 0.264
H -0.02 1.61 0.63 0.207
H -1.41 0.43 0.56 0.164
```

Results
**Gap between HOMO and LUMO**: 10.90 eV
**Total charge**: +1
**Highest occupied orbital energy**: -15.7 eV
**Relative energy (zero: lowest compared OMol25 entry of this formula, charge and spin)**: 4.3 kcal/mol

=====

Entry 3:
Entry from the Open Molecules 2025 dataset: C12H35ClF6INNbO9 as an isolated structure at a distorted geometry (the ωB97M-V functional and the def2-TZVPD basis).

```
66
Properties=species:S:1:pos:R:3:nbo_charge:R:1
C 2.39 4.30 -0.61 -0.638
C 1.27 3.11 -0.96 -0.441
C 1.39 2.05 0.33 -0.664
Cl 0.99 3.11 1.84 -0.133
Nb -0.09 0.35 0.32 1.859
C 0.29 -0.17 -1.92 -1.075
I -0.65 0.87 3.09 -0.318
C -1.69 -1.33 0.26 -0.583
O -1.08 -2.68 0.05 -0.511
C -2.17 -3.65 -0.27 1.165
F -2.63 -3.51 -1.70 -0.381
F -3.34 -3.51 0.65 -0.349
F -1.69 -5.08 -0.16 -0.347
C -1.73 1.86 -0.19 -0.979
C -3.19 1.56 0.47 0.087
O -4.14 1.24 -0.65 -0.770
C -3.83 2.94 1.16 -0.237
N -4.06 2.78 2.67 -0.870
C 1.41 -1.26 0.84 -0.990
C 2.88 -0.78 1.33 0.039
O 3.68 -0.53 0.09 -0.755
C 3.75 -1.97 2.14 0.966
F 3.70 -1.71 3.60 -0.347
F 5.18 -1.78 1.68 -0.365
F 3.36 -3.34 1.74 -0.354
H 3.29 3.91 0.03 0.209
H 1.79 5.12 -0.01 0.208
H 2.77 4.85 -1.60 0.192
H 0.24 3.66 -1.00 0.264
H 1.62 2.65 -1.97 0.210
H 2.52 1.79 0.40 0.242
H 1.04 -1.07 -1.97 0.221
H -0.72 -0.46 -2.47 0.240
H 0.75 0.73 -2.52 0.231
H -2.16 -1.34 1.33 0.230
H -2.46 -1.20 -0.62 0.191
H -1.37 2.91 0.25 0.256
H -1.76 1.95 -1.36 0.253
H -3.20 0.76 1.33 0.182
H -3.97 0.32 -1.00 0.475
H -3.20 3.90 0.89 0.200
H -4.91 3.13 0.70 0.193
H -4.37 1.80 2.89 0.361
H -3.14 3.01 3.12 0.368
H 1.47 -2.04 -0.07 0.245
H 0.94 -1.90 1.73 0.274
H 2.83 0.20 1.97 0.240
H 3.21 -0.89 -0.71 0.487
O -3.44 -1.10 -3.24 -0.946
H -3.46 -2.02 -2.93 0.482
H -3.94 -1.12 -4.07 0.468
O -1.64 -4.31 2.75 -0.935
H -1.66 -5.24 3.05 0.461
H -2.14 -4.33 1.92 0.468
O 2.74 -5.80 4.10 -0.951
H 3.19 -5.33 3.38 0.478
H 2.14 -5.14 4.48 0.473
O -0.29 5.48 -1.47 -0.931
H -0.57 5.58 -2.39 0.473
H -0.08 6.39 -1.19 0.474
O 0.23 -1.38 -4.38 -0.932
H -0.74 -1.38 -4.44 0.473
H 0.48 -2.28 -4.63 0.464
O 5.81 -0.99 -2.37 -0.950
H 6.71 -0.65 -2.25 0.463
H 5.45 -1.02 -1.47 0.487
```

Results
**Gap between HOMO and LUMO**: 6.65 eV
**Total charge**: -1
**Highest occupied orbital energy**: -5.3 eV

=====

Entry 4:
Entry from the Open Molecules 2025 dataset: a 3-piece molecular cluster, C7H8BNO overall at a distorted geometry (the ωB97M-V functional and the def2-TZVPD basis).

```
18
Properties=species:S:1:pos:R:3:nbo_charge:R:1
N 2.04 -1.53 -2.68 -0.291
C 1.55 -1.19 -1.68 0.270
C 0.96 -0.59 -0.53 -0.158
C 0.19 -1.28 0.43 -0.185
C -0.12 -0.75 1.64 -0.203
C 0.35 0.49 1.93 -0.210
C 1.03 1.22 0.98 -0.195
C 1.31 0.75 -0.34 -0.148
H -0.12 -2.27 0.12 0.224
H -0.82 -1.27 2.30 0.224
H 0.31 0.95 2.98 0.223
H 1.49 2.09 1.32 0.215
H 1.68 1.34 -1.11 0.233
H -0.74 2.62 1.06 -0.005
H -1.11 2.66 0.45 0.005
B -2.64 -1.10 -2.25 0.879
O -1.82 -0.93 -3.08 -0.787
H -3.51 -1.21 -1.54 -0.092
```

Results
**Gap between HOMO and LUMO**: 9.95 eV
**Total charge**: 0
**Highest occupied orbital energy**: -9.7 eV
**SMILES string**: N#Cc1ccccc1.[H][H].B=O
**Relative energy (zero: lowest compared OMol25 entry of this formula, charge and spin)**: 27.6 kcal/mol

=====

Entry 5:
Entry from the Open Molecules 2025 dataset: C26H41ClN7O8Yb as an isolated structure at a distorted geometry (the ωB97M-V functional and the def2-TZVPD basis).

```
84
Properties=species:S:1:pos:R:3:lowdin_spin:R:1
Yb -1.64 0.46 1.24 1.000
O -2.35 4.73 0.20 0.000
C -2.19 3.44 0.11 0.000
O -1.78 2.74 1.03 -0.001
C -2.50 2.90 -1.28 0.000
O -2.50 1.49 -1.32 0.000
C -3.78 0.83 -1.21 0.000
C -3.58 0.14 0.13 0.000
O -2.84 -0.87 0.17 0.002
O -3.83 0.80 1.17 0.000
H -2.09 5.12 1.06 0.000
H -1.70 3.23 -1.95 0.000
H -3.45 3.34 -1.63 0.000
H -3.86 0.11 -2.04 0.000
H -4.63 1.52 -1.21 0.000
N -2.40 0.29 3.59 0.000
C -1.37 -0.40 4.39 0.000
C -1.89 -1.52 5.29 0.000
C -2.57 -1.10 6.59 0.000
C -2.63 -2.28 7.57 0.000
N -1.31 -2.64 8.08 0.000
C -0.50 -3.60 7.66 0.000
N -0.84 -4.45 6.70 0.000
N 0.69 -3.73 8.24 0.000
C -0.31 -1.09 3.45 0.000
O 0.48 -1.86 3.95 0.000
O -0.39 -0.74 2.22 0.001
H -2.80 1.08 4.12 0.000
H -3.17 -0.36 3.41 0.000
H -0.83 0.34 4.99 0.000
H -1.00 -2.11 5.53 0.000
H -2.57 -2.16 4.71 0.000
H -3.59 -0.75 6.41 0.000
H -2.02 -0.27 7.05 0.000
H -3.08 -3.14 7.08 0.000
H -3.25 -2.01 8.43 0.000
H -0.97 -2.04 8.82 0.000
H -1.72 -4.39 6.22 0.000
H -0.20 -5.17 6.40 0.000
H 0.99 -3.13 8.99 0.000
H 1.34 -4.45 7.95 0.000
C 3.80 2.61 -2.13 0.000
C 3.54 2.30 -3.61 0.000
C 4.77 1.63 -4.21 0.000
C 3.34 3.65 -4.32 0.000
C 2.26 1.41 -3.74 0.000
O 1.13 2.16 -3.31 0.000
C 2.02 0.91 -5.19 0.000
C 0.58 0.41 -5.44 0.000
C 0.27 -0.98 -4.97 0.000
C -0.75 -1.23 -4.06 0.000
C -1.04 -2.52 -3.64 0.000
C -0.31 -3.58 -4.15 0.000
Cl -0.66 -5.19 -3.64 0.000
C 0.68 -3.36 -5.10 0.000
C 0.97 -2.07 -5.49 0.000
C 2.34 0.15 -2.84 0.000
N 1.71 0.36 -1.58 0.000
C 0.41 0.54 -1.35 0.000
N 0.22 0.84 -0.06 -0.001
C 1.49 0.81 0.46 0.000
N 2.38 0.52 -0.45 0.000
H 4.57 3.37 -2.05 0.000
H 4.13 1.74 -1.57 0.000
H 2.90 3.00 -1.66 0.000
H 5.64 2.24 -4.00 0.000
H 4.68 1.53 -5.29 0.000
H 4.95 0.64 -3.79 0.000
H 4.28 4.19 -4.31 0.000
H 2.61 4.27 -3.80 0.000
H 3.04 3.54 -5.35 0.000
H 1.07 2.92 -3.90 0.000
H 2.74 0.12 -5.40 0.000
H 2.21 1.72 -5.89 0.000
H 0.42 0.44 -6.52 0.000
H -0.12 1.11 -4.98 0.000
H -1.36 -0.42 -3.69 0.000
H -1.83 -2.71 -2.93 0.000
H 1.21 -4.19 -5.53 0.000
H 1.73 -1.90 -6.24 0.000
H 3.38 -0.11 -2.65 0.000
H 1.84 -0.69 -3.34 0.000
H -0.35 0.47 -2.10 0.000
H 1.73 0.99 1.49 0.000
```

Results
**Gap between HOMO and LUMO (spin up / spin down)**: 8.16 / 8.14 eV
**Total charge**: +2
**<S²>**: 0.751
**Highest occupied orbital energy (spin up / spin down)**: -12.4 / -12.4 eV
**Relative energy (zero: lowest compared OMol25 entry of this formula, charge and spin)**: 6.2 kcal/mol
**Multiplicity**: 2

=====

Entry 6:
Entry from the Open Molecules 2025 dataset: C4H5ClN2O as an isolated structure at a distorted geometry (the ωB97M-V functional and the def2-TZVPD basis).

```
13
Properties=species:S:1:pos:R:3:nbo_charge:R:1
C 1.19 -0.35 -0.08 0.447
C 0.73 0.87 0.01 -0.402
C -0.74 0.58 -0.10 0.030
C -0.96 -0.66 0.02 0.142
H 2.03 -2.28 0.04 0.420
H 3.07 -0.82 0.59 0.397
H 1.22 1.88 -0.16 0.252
H -2.93 1.11 -1.16 0.331
H -1.93 1.92 1.21 0.381
N 2.27 -1.11 -0.07 -0.823
N -1.74 1.60 -0.09 -0.787
O 0.19 -1.25 -0.23 -0.447
Cl -2.40 -1.51 0.02 0.058
```

Results
**Gap between HOMO and LUMO**: 7.37 eV
**Total charge**: 0
**Highest occupied orbital energy**: -7.8 eV
**Relative energy (zero: lowest compared OMol25 entry of this formula, charge and spin)**: 176.9 kcal/mol